# 1
{"formula": "C30H63I2N2O14PS6", "method": "ωB97M-V/def2-TZVPD", "homo_ev": -8.49, "fmax_ev_per_a": 3.1, "lumo_ha": 0.0133, "homo_lumo_gap_ev": 8.853, "species": ["C", "C", "O", "P", "O", "C", "C", "C", "N", "C", "O", "C", "O", "O", "C", "N", "C", "C", "O", "C", "C", "O", "C", "C", "I", "C", "C", "I", "O", "C", "C", "H", "H", "H", "H", "H", "H", "H", "H", "H", "H", "H", "H", "H", "H", "H", "H", "H", "H", "H", "H", "H", "H", "H", "H", "H", "H", "H", "C", "S", "O", "C", "H", "H", "H", "H", "H", "H", "C", "S", "O", "C", "H", "H", "H", "H", "H", "H", "C", "S", "O", "C", "H", "H", "H", "H", "H", "H", "C", "S", "O", "C", "H", "H", "H", "H", "H", "H", "C", "S", "O", "C", "H", "H", "H", "H", "H", "H", "C", "S", "O", "C", "H", "H", "H", "H", "H", "H"], "positions_angstrom": [[0.35583, -3.47132, -0.53968], [-1.06194, -3.08460, -1.12918], [-0.89305, -1.80548, -1.78400], [-1.97785, -1.54623, -2.98949], [-1.65466, -2.51414, -4.09415], [-1.78662, 0.14649, -3.70481], [-2.43170, 1.32850, -2.88840], [-1.94718, 1.52929, -1.41571], [-2.41436, 2.95785, -1.13532], [-3.17737, 3.02389, -0.16888], [-3.82977, 3.09811, 0.76365], [-2.40047, 0.49837, -0.30766], [-3.44896, -0.04553, -0.14525], [-1.40506, 0.12760, 0.58503], [-0.11906, 0.69973, 0.17629], [0.47357, 1.47689, 1.27222], [-0.52543, 2.15950, 2.10085], [-1.24832, 1.53993, 3.32303], [-0.77156, 3.30823, 1.83258], [1.34370, 0.68064, 2.12451], [2.50247, 1.47069, 2.83326], [1.22310, -0.49430, 2.35019], [-0.39867, 1.63814, -1.06516], [0.68571, 1.76616, -2.19429], [1.88758, -0.00189, -2.54331], [1.71301, 2.96369, -1.97418], [2.62229, 2.80702, -0.70048], [0.75937, 4.90833, -2.15162], [-3.55839, -1.75290, -2.55615], [-4.14670, -2.96378, -3.08025], [-4.73688, -2.75855, -4.53284], [0.99696, -2.55259, -0.60628], [0.24124, -3.69028, 0.54706], [0.83380, -4.31322, -1.08309], [-1.40937, -3.86960, -1.85295], [-1.78836, -3.05921, -0.27612], [-0.71649, 0.31953, -3.99131], [-2.33424, 0.10440, -4.68604], [-2.21041, 2.27490, -3.44683], [-3.54472, 1.18857, -2.94213], [0.48375, -0.22217, 0.01667], [-1.97918, 0.78034, 2.93040], [-0.58342, 0.98214, 4.02285], [-1.85728, 2.30838, 3.84135], [2.18243, 2.54785, 2.82598], [2.58641, 1.16469, 3.89569], [3.45650, 1.43387, 2.26005], [-0.32524, 2.64376, -0.56271], [0.15115, 2.04328, -3.14149], [2.40023, 2.89497, -2.85680], [2.52840, 1.80325, -0.21539], [3.69444, 2.85617, -1.04106], [2.51974, 3.64182, 0.03798], [-5.04407, -3.17065, -2.43330], [-3.50347, -3.86792, -3.00163], [-3.94986, -2.33891, -5.19645], [-5.09971, -3.75984, -4.89156], [-5.65545, -2.11955, -4.47502], [3.34571, -4.25665, -5.75515], [2.02400, -3.46808, -4.81573], [1.83656, -4.26002, -3.56515], [0.69473, -3.91566, -5.94142], [4.27862, -4.13147, -5.20639], [3.13376, -5.32023, -5.87397], [3.43319, -3.77825, -6.73141], [0.64925, -5.00076, -6.04895], [0.86717, -3.44682, -6.91167], [-0.24387, -3.55028, -5.52215], [3.79220, 6.31932, 4.09422], [4.44875, 4.70444, 3.63891], [3.61453, 3.67675, 4.32164], [5.98448, 4.85478, 4.56888], [2.80446, 6.42563, 3.64734], [3.71037, 6.39458, 5.17932], [4.44932, 7.10065, 3.71013], [5.76475, 5.02197, 5.62420], [6.57171, 5.68294, 4.17001], [6.54484, 3.92720, 4.45713], [-2.84335, 6.30183, -3.52177], [-2.54168, 8.05262, -3.21257], [-1.22462, 8.16463, -2.52496], [-3.82259, 8.24302, -1.95930], [-2.11978, 5.95208, -4.25738], [-2.72377, 5.73300, -2.59781], [-3.85201, 6.17099, -3.91670], [-3.63992, 7.55375, -1.13355], [-4.79906, 8.04771, -2.40454], [-3.79162, 9.26759, -1.59065], [-5.26529, -1.19387, 3.98414], [-4.96608, 0.54434, 4.35068], [-3.65295, 0.63233, 5.05148], [-6.25454, 0.69885, 5.60132], [-4.53590, -1.51749, 3.24236], [-5.15143, -1.78989, 4.89075], [-6.27087, -1.31207, 3.57857], [-6.07874, -0.01590, 6.40655], [-7.22844, 0.51959, 5.14406], [-6.22385, 1.71149, 6.00162], [3.24468, -2.43524, 3.59355], [4.16953, -1.20383, 4.52653], [5.58198, -1.25429, 4.05286], [4.09682, -2.07697, 6.10233], [3.19678, -2.11383, 2.55539], [3.74984, -3.40084, 3.65360], [2.23385, -2.51186, 3.99395], [4.54486, -3.06646, 6.00022], [3.05749, -2.16488, 6.42148], [4.65414, -1.50050, 6.83994], [3.17891, -8.48482, 0.46841], [2.65055, -6.83135, -0.01920], [1.17102, -6.77401, 0.13779], [2.99771, -7.02824, -1.77612], [3.01089, -8.59657, 1.53886], [2.59837, -9.23460, -0.07083], [4.24176, -8.60494, 0.25432], [2.42777, -7.86889, -2.17500], [4.06658, -7.19518, -1.91879], [2.70200, -6.11166, -2.29003]], "forces_ev_per_a": [[-0.52, 0.69, 0.09], [1.01, -1.62, 0.97], [-2.48, 1.01, -0.55], [0.76, -1.98, -2.27], [-0.32, 0.83, 0.83], [-0.49, 0.54, 0.55], [0.37, -0.74, -0.53], [1.26, 0.97, 0.05], [-1.20, -1.11, 0.79], [1.51, -0.03, -1.47], [-1.31, 0.41, 1.40], [0.36, -1.34, 0.77], [-0.66, 0.78, -0.76], [0.15, 1.84, -1.88], [-0.38, -0.72, -0.08], [-0.15, -1.75, 0.70], [-0.42, 1.47, 1.10], [-0.13, -1.02, -0.70], [-0.08, -0.24, -0.54], [1.81, 0.40, 1.40], [-1.86, 1.26, -0.67], [-0.53, -0.07, -0.89], [0.68, 0.69, 0.79], [-0.55, 1.42, 0.05], [-0.23, 0.23, -0.19], [0.75, -1.54, -0.16], [0.91, 0.40, -0.19], [0.15, -0.53, 0.12], [2.02, 0.19, -0.08], [-2.13, -0.72, -0.51], [0.08, -0.43, 0.91], [-0.43, -0.88, -0.05], [0.19, -0.13, -0.85], [-0.38, 0.66, 0.43], [0.37, 0.86, 0.46], [0.39, 0.55, -0.92], [-0.89, -0.39, 0.59], [0.38, -0.33, 0.97], [-0.13, -0.69, 0.70], [0.97, 0.19, 0.49], [-0.02, 1.00, -0.23], [0.76, 0.59, 0.35], [-0.40, 0.52, -0.53], [0.74, -0.40, -0.39], [0.50, -0.92, 0.08], [0.22, -0.03, -0.93], [-0.67, -0.31, 0.50], [-0.20, -0.84, -0.63], [0.58, -0.64, 0.73], [-0.83, 0.35, 0.68], [-0.20, 1.04, -0.37], [-0.97, 0.01, 0.27], [-0.28, -0.94, -0.51], [0.98, 0.33, -0.29], [-0.09, 0.97, -0.22], [-0.72, -0.38, 0.31], [0.55, 0.87, 0.14], [0.98, -0.26, -0.11], [0.08, -0.11, 0.00], [-0.18, 0.02, -0.02], [0.13, -0.06, -0.15], [-0.18, -0.07, -0.04], [-0.07, 0.05, 0.03], [-0.07, 0.03, 0.04], [-0.03, 0.03, 0.04], [0.11, 0.01, 0.06], [0.07, 0.02, 0.05], [0.11, 0.07, 0.14], [-0.04, 0.09, 0.08], [0.00, 0.00, 0.02], [0.20, 0.32, 0.13], [0.08, 0.01, 0.10], [0.05, -0.09, -0.03], [0.02, -0.09, -0.02], [0.00, -0.05, -0.03], [-0.08, -0.02, -0.04], [-0.04, -0.02, -0.04], [-0.10, 0.00, -0.06], [-0.04, -0.12, 0.07], [0.07, -0.01, -0.01], [-0.19, -0.15, -0.03], [-0.05, -0.05, 0.13], [0.02, 0.11, 0.03], [0.05, 0.05, 0.01], [0.01, 0.07, -0.01], [0.07, 0.00, -0.05], [0.04, 0.01, -0.04], [0.07, -0.03, -0.08], [0.01, -0.13, 0.05], [0.06, 0.03, -0.04], [-0.26, -0.11, 0.01], [-0.05, -0.05, 0.13], [0.00, 0.12, 0.00], [0.03, 0.08, 0.02], [0.03, 0.06, -0.02], [0.07, 0.00, -0.05], [0.04, 0.02, -0.04], [0.07, -0.02, -0.08], [0.08, -0.22, -0.01], [-0.01, -0.13, -0.02], [-0.13, -0.06, 0.07], [0.06, -0.11, 0.09], [-0.02, 0.08, 0.09], [0.09, 0.07, 0.08], [0.01, 0.10, -0.05], [0.01, 0.04, -0.07], [0.01, 0.04, -0.05], [-0.01, 0.04, -0.10], [-0.01, -0.13, 0.01], [-0.01, 0.04, -0.09], [0.15, -0.14, -0.03], [-0.03, 0.03, -0.12], [-0.02, 0.09, -0.04], [-0.04, 0.08, -0.02], [-0.02, 0.06, 0.00], [-0.03, 0.00, 0.10], [0.00, 0.01, 0.07], [-0.04, 0.01, 0.09]]}

---

# 2
{"formula": "C30H64BrFN2O2P2", "method": "ωB97M-V/def2-TZVPD", "homo_ev": -3.70, "fmax_ev_per_a": 2.3, "lumo_ha": -0.1041, "homo_lumo_gap_ev": 0.864, "species": ["C", "C", "C", "C", "C", "C", "C", "C", "C", "C", "C", "C", "C", "C", "C", "C", "C", "C", "P", "F", "N", "C", "C", "C", "P", "O", "Br", "H", "H", "H", "H", "H", "H", "H", "H", "H", "H", "H", "H", "H", "H", "H", "H", "H", "H", "H", "H", "H", "H", "H", "H", "H", "H", "H", "H", "H", "H", "H", "H", "H", "H", "H", "H", "H", "H", "H", "H", "H", "H", "H", "H", "H", "H", "C", "C", "C", "C", "C", "C", "N", "O", "C", "C", "C", "H", "H", "H", "H", "H", "H", "H", "H", "H", "H", "H", "H", "H", "H", "H", "H", "H", "H"], "positions_angstrom": [[-7.38930, 1.55738, 6.50190], [-7.33736, 0.25854, 5.60935], [-6.31848, 0.37599, 4.40920], [-6.67989, -0.68599, 3.30586], [-5.64561, -1.85193, 3.17342], [-4.18547, -1.37323, 2.82725], [-3.27926, -2.67283, 2.74617], [-2.86713, -3.01947, 1.26870], [-1.86576, -1.95512, 0.69228], [-0.73059, -2.58470, -0.24440], [-1.09102, -2.20108, -1.71420], [-0.02755, -2.60073, -2.80889], [1.43645, -2.83251, -2.28541], [2.41705, -2.27698, -3.41460], [3.85152, -2.92608, -3.32808], [4.84344, -1.97866, -4.10904], [6.24778, -2.65122, -4.37473], [6.30583, -3.04312, -5.91152], [6.76848, -1.56114, -6.95743], [5.33840, -0.67483, -7.14802], [7.25149, -2.15004, -8.51172], [7.33874, -1.04146, -9.52132], [8.38842, -1.38097, -10.63670], [9.35935, -0.16159, -10.95476], [8.40615, -0.39650, -6.09604], [8.57791, 1.04147, -6.97293], [10.31526, -1.56480, -6.54570], [-6.83879, 1.36862, 7.44566], [-7.02233, 2.46428, 5.97949], [-8.45763, 1.75378, 6.76447], [-7.13134, -0.64494, 6.23738], [-8.35024, 0.08650, 5.16933], [-6.44276, 1.41654, 4.02549], [-5.27671, 0.27906, 4.77480], [-6.84469, -0.15664, 2.34111], [-7.65723, -1.15770, 3.58605], [-5.98446, -2.48253, 2.30707], [-5.66897, -2.52237, 4.06093], [-4.13694, -0.76598, 1.90089], [-3.85373, -0.77999, 3.71394], [-3.87681, -3.53135, 3.14374], [-2.39979, -2.55410, 3.41487], [-2.46019, -4.04970, 1.19185], [-3.80941, -2.93745, 0.67096], [-2.44440, -1.22576, 0.07466], [-1.35778, -1.36146, 1.49075], [-0.72634, -3.68299, -0.05800], [0.22281, -2.15643, 0.12546], [-1.37855, -1.12930, -1.83115], [-2.02515, -2.77099, -1.96017], [-0.33591, -3.46999, -3.43772], [0.02938, -1.73888, -3.52391], [1.69573, -2.26810, -1.37147], [1.64061, -3.92309, -2.23102], [2.56681, -1.19954, -3.14716], [1.96146, -2.40553, -4.41727], [3.78987, -3.89392, -3.88475], [4.18107, -3.11595, -2.28662], [4.36155, -1.75732, -5.09057], [4.94899, -0.99188, -3.59825], [6.46395, -3.51299, -3.71339], [7.02439, -1.87508, -4.16402], [6.97607, -3.91251, -6.10201], [5.28666, -3.34173, -6.26540], [6.50110, -2.75146, -8.86683], [6.33184, -0.95145, -9.99174], [7.56795, -0.05358, -9.06983], [9.00179, -2.26955, -10.38012], [7.84082, -1.59499, -11.58015], [10.40751, -0.45284, -10.71901], [9.10539, 0.73267, -10.33351], [9.28516, 0.12203, -12.02280], [9.15634, 0.85179, -7.72869], [-1.09245, 2.07738, 6.03090], [-2.24330, 3.07881, 6.24768], [-1.66208, 4.48537, 6.48316], [-1.04849, 5.15050, 5.25135], [-1.67509, 4.68342, 3.93536], [-3.09673, 4.10692, 4.06775], [-3.05891, 3.00583, 5.02676], [-4.24012, 2.41724, 5.19213], [-3.46679, 3.54259, 2.68718], [-4.08701, 5.23030, 4.40863], [-2.95675, 2.68537, 7.54760], [-1.47865, 1.06503, 5.89664], [-0.41257, 2.06076, 6.88962], [-0.49944, 2.32287, 5.14736], [-2.45051, 5.13806, 6.86891], [-0.90982, 4.44893, 7.27741], [-1.15360, 6.23485, 5.34927], [0.02768, 4.95900, 5.22087], [-1.66531, 5.50963, 3.21927], [-1.02440, 3.91842, 3.49931], [-2.81940, 2.70303, 2.42303], [-3.35117, 4.30699, 1.91349], [-4.50125, 3.19618, 2.65313], [-4.05945, 6.00558, 3.63725], [-3.86909, 5.71559, 5.36186], [-5.11229, 4.85884, 4.45394], [-2.25754, 2.72194, 8.38739], [-3.35185, 1.67003, 7.50716], [-3.77954, 3.36697, 7.77361]], "forces_ev_per_a": [[-0.65, -0.77, 0.04], [0.12, 0.46, -0.30], [-1.09, -0.26, 0.44], [0.15, -0.14, 0.64], [-0.26, 0.68, -1.56], [-0.21, -1.32, 1.54], [-0.33, 0.01, -0.50], [-0.23, 1.12, 0.60], [0.38, -0.39, -0.43], [-1.30, 1.11, 0.67], [-0.02, -1.36, -0.50], [0.27, 0.90, 0.25], [0.29, 0.22, -2.23], [0.57, -0.23, 1.98], [-0.53, 0.77, -1.44], [-0.10, -0.78, 0.41], [-0.36, 1.26, -0.69], [0.09, 0.09, 0.33], [-0.58, -0.27, -1.36], [1.31, -1.25, -0.07], [-1.74, 1.11, 1.12], [0.16, -0.22, -1.04], [0.19, 0.91, -0.40], [-0.16, -0.47, 0.40], [-0.48, 1.49, 1.38], [0.04, -2.06, 0.09], [0.53, -0.10, -0.53], [-0.16, 0.50, -0.57], [0.09, -0.68, 0.33], [0.77, -0.10, 0.01], [-0.04, 0.68, -0.46], [0.68, 0.18, 0.26], [0.33, -0.81, 0.12], [-0.65, 0.19, -0.27], [0.29, -0.53, 0.42], [0.65, 0.42, -0.34], [0.20, 0.28, 0.70], [0.22, 0.64, -0.37], [-0.12, -0.29, 0.58], [-0.04, -0.10, -0.99], [0.49, 0.62, -0.20], [-0.31, -0.15, -0.58], [-0.23, 0.61, 0.05], [0.68, -0.46, 0.32], [0.47, -0.42, 0.57], [-0.56, -0.57, -0.35], [0.21, 0.70, -0.46], [-0.39, -0.35, -0.58], [0.52, -0.70, 0.40], [0.56, 0.54, 0.26], [0.14, 0.50, 0.67], [-0.10, -0.66, 0.49], [-0.35, -0.70, -0.30], [-0.17, 0.64, 0.61], [-0.37, -0.60, -0.75], [0.45, 0.18, 0.51], [0.27, 0.45, 0.59], [-0.23, 0.17, -0.56], [0.34, -0.05, 0.68], [-0.05, -0.82, -0.18], [-0.31, 0.36, -0.53], [-0.37, -0.79, -0.15], [-0.15, 0.84, -0.10], [0.70, 0.24, 0.23], [0.45, -0.32, 0.25], [0.70, 0.22, 0.34], [-0.12, -0.77, 0.03], [-0.59, 0.52, 0.05], [0.32, -0.13, 0.67], [-0.68, 0.34, -0.26], [0.17, -0.62, -0.55], [0.17, -0.08, 0.67], [0.00, 0.33, -0.11], [0.36, -0.08, 0.12], [1.30, -0.11, 0.51], [-0.09, 0.36, -0.14], [0.13, 0.14, 0.02], [0.29, -0.14, 0.05], [0.75, 0.50, -0.86], [-1.81, 0.04, 0.68], [0.65, 0.14, -0.26], [-0.24, -0.19, -0.08], [-0.30, 0.09, 0.26], [-0.49, -0.17, -0.24], [-0.13, 0.08, -0.03], [-0.06, 0.05, 0.02], [-0.08, 0.06, -0.01], [-0.10, -0.18, 0.00], [-0.09, -0.21, -0.01], [0.01, -0.05, 0.04], [-0.04, 0.00, -0.03], [-0.21, -0.07, -0.01], [-0.18, -0.11, -0.01], [0.00, 0.01, 0.11], [0.04, 0.08, 0.14], [0.07, -0.03, 0.16], [0.11, -0.10, -0.03], [0.05, -0.07, -0.01], [0.11, -0.17, 0.05], [0.14, 0.13, -0.19], [-0.07, 0.10, -0.14], [-0.04, -0.08, -0.11]]}